{
  "formula": "C30H28BrF9N2SSc",
  "method": "wB97M-V/def2-TZVPD",
  "gap_ev": 7.036,
  "charge": -1,
  "e_tot_ev": -160580.656,
  "relative_energy_kj_mol": 83.58,
  "elements": ["Sc", "C", "C", "N", "C", "C", "C", "C", "N", "C", "C", "F", "C", "F", "C", "C", "F", "C", "F", "H", "H", "H", "H", "H", "H", "H", "H", "H", "H", "H", "H", "H", "H", "H", "F", "C", "C", "F", "C", "F", "C", "S", "C", "F", "C", "F", "C", "C", "C", "C", "C", "C", "H", "H", "H", "H", "H", "H", "H", "H", "H", "Br", "C", "C", "C", "C", "C", "C", "H", "H", "H", "H"],
  "coordinates": [[-0.560830, 0.471083, -0.057562], [1.013412, -2.347624, 2.095053], [1.612236, -2.328240, 0.694839], [0.618659, -2.033375, -0.345574], [-0.321476, -3.148265, -0.544651], [0.307463, -4.486189, -0.935372], [1.290258, -1.656030, -1.586590], [0.316792, -1.186066, -2.656644], [-0.716410, -0.339227, -2.066407], [-1.861231, -0.088265, -2.772751], [-2.930353, 0.509651, -2.087994], [-2.706848, 0.804814, -0.797553], [-4.151767, 0.799196, -2.621872], [-5.085482, 1.357634, -1.853634], [-4.422395, 0.517045, -3.944248], [-3.395436, -0.048925, -4.663299], [-3.582728, -0.319892, -5.961298], [-2.158701, -0.338931, -4.122344], [-1.228497, -0.831757, -4.961290], [1.800628, -2.536210, 2.834194], [0.573973, -1.375200, 2.322134], [0.244782, -3.119347, 2.215749], [2.360922, -1.543238, 0.653676], [2.117394, -3.278688, 0.488535], [-0.901927, -3.275672, 0.363448], [-1.041120, -2.845208, -1.296289], [0.901575, -4.921753, -0.125040], [-0.504166, -5.182781, -1.159099], [0.941040, -4.414257, -1.827520], [1.979327, -0.851480, -1.341806], [1.879194, -2.485821, -1.996760], [0.896275, -0.656745, -3.411071], [-0.131599, -2.047888, -3.149227], [-5.384101, 0.729584, -4.392144], [-2.092371, -1.596755, 6.083076], [-2.389307, -1.756720, 4.792292], [-1.930233, -0.877677, 3.850789], [-1.158553, 0.145345, 4.214967], [-2.269452, -1.071867, 2.530620], [-1.721943, -0.139284, 1.683189], [-3.062130, -2.098508, 2.023943], [-3.470411, -2.280290, 0.367686], [-3.487697, -2.972555, 3.038495], [-4.243715, -4.016671, 2.720025], [-3.170176, -2.810472, 4.369428], [-3.619382, -3.673938, 5.279252], [4.816768, 1.042365, 1.700151], [4.034873, 1.708216, 0.560227], [4.705778, 1.387527, -0.782562], [4.004145, 3.230683, 0.770762], [2.654428, 1.195387, 0.543215], [1.501955, 0.785857, 0.515766], [5.838182, 1.438227, 1.737098], [4.867478, -0.040278, 1.553509], [4.332147, 1.233661, 2.661055], [5.736498, 1.761783, -0.790711], [4.157750, 1.854748, -1.604994], [4.726046, 0.307550, -0.955244], [5.024795, 3.631306, 0.806811], [3.496206, 3.476791, 1.706403], [3.462103, 3.719157, -0.043009], [-0.747057, 7.431192, -0.065811], [-0.768053, 5.523935, -0.043750], [-1.098934, 4.860696, 1.125760], [-1.099446, 3.468049, 1.123855], [-0.782247, 2.708903, -0.005028], [-0.463928, 3.435457, -1.156759], [-0.451063, 4.827364, -1.198165], [-1.345548, 5.417706, 2.022878], [-1.354796, 2.973066, 2.056647], [-0.206312, 2.910104, -2.072921], [-0.195263, 5.358008, -2.108538]],
  "atomic_forces_ev_per_a": [[-0.120, -0.967, -0.755], [0.039, -0.164, -0.027], [-0.135, -0.044, 0.157], [-0.060, 0.272, 0.290], [0.213, -0.133, 0.028], [-0.007, -0.074, -0.050], [-0.017, 0.000, -0.041], [-0.314, 0.093, 0.165], [-0.179, 0.631, 0.240], [0.281, -0.101, 0.064], [0.036, -0.202, -0.443], [-0.006, 0.178, 0.889], [0.004, -0.042, -0.190], [-0.234, 0.147, 0.231], [-0.200, 0.010, -0.175], [0.007, 0.036, 0.128], [-0.050, -0.088, -0.368], [-0.018, 0.039, 0.085], [0.290, -0.159, -0.148], [-0.119, 0.021, -0.103], [0.011, 0.008, 0.037], [0.100, 0.119, -0.013], [0.064, 0.072, -0.015], [0.065, -0.048, -0.028], [-0.054, 0.014, 0.027], [-0.114, 0.064, -0.041], [-0.073, 0.045, -0.127], [0.078, -0.004, 0.002], [-0.107, -0.027, 0.134], [0.078, 0.080, 0.040], [0.109, -0.017, -0.031], [0.090, 0.067, -0.218], [-0.099, -0.131, -0.080], [0.107, -0.017, 0.048], [0.088, 0.020, 0.383], [-0.021, -0.034, 0.096], [0.011, 0.062, -0.177], [0.215, 0.291, 0.023], [-0.003, -0.184, 0.250], [0.111, 0.416, -0.390], [0.076, 0.151, -0.057], [-0.017, 0.170, -0.037], [0.094, 0.138, 0.101], [-0.289, -0.394, -0.078], [-0.095, -0.097, -0.236], [-0.175, -0.312, 0.250], [0.042, -0.013, 0.053], [-0.051, 0.055, 0.007], [0.058, -0.008, -0.051], [0.024, 0.025, 0.009], [-0.382, -0.148, 0.023], [0.698, 0.441, 0.124], [-0.082, -0.043, -0.001], [-0.009, 0.081, 0.014], [0.044, -0.012, -0.077], [-0.102, -0.036, 0.001], [0.045, -0.038, 0.064], [0.004, 0.082, 0.012], [-0.104, -0.050, -0.012], [0.045, -0.016, -0.067], [0.033, -0.040, 0.069], [-0.001, 0.011, 0.000], [-0.003, -0.082, -0.013], [0.006, -0.008, -0.034], [-0.030, 0.095, 0.071], [0.120, -0.248, -0.004], [-0.024, 0.116, -0.074], [-0.013, -0.007, 0.056], [0.015, -0.022, -0.072], [0.005, -0.007, 0.042], [0.023, -0.015, -0.044], [-0.023, -0.019, 0.066]]
}